[1]
21
Properties=species:S:1:pos:R:3:nbo_charge:R:1 method="wB97M-V/def2-TZVPD" e_lumo_ev=0.35 spin_multiplicity=1 charge=0 largest_force_ev_per_a=4.182 homo_lumo_gap_ev=10.0 relative_energy_kcal_mol=35.1
N 2.50 -0.16 -0.36 -0.8297
C 1.69 0.24 0.84 -0.0700
N 0.77 1.42 0.84 -0.9066
H 3.04 0.72 -0.57 0.3557
H 1.75 -0.35 -1.01 0.3498
H 2.35 0.49 1.67 0.1755
H 1.07 -0.64 1.10 0.1768
H 0.06 1.17 0.08 0.3686
H 1.05 2.37 0.71 0.3716
O -1.65 -0.16 -0.20 -0.9857
H -2.36 0.40 -0.59 0.4896
H -1.57 0.04 0.71 0.5086
O -1.35 0.56 2.57 -0.9586
H -1.70 0.38 3.40 0.4732
H -0.49 0.89 2.72 0.4928
O -1.84 -0.33 -3.80 -0.9120
H -0.90 -0.26 -4.10 0.4597
H -1.68 0.26 -3.05 0.4527
O -0.55 -2.67 -0.39 -0.9400
H 0.46 -2.65 -0.26 0.4493
H -0.65 -1.69 -0.32 0.4788

[2]
22
Properties=species:S:1:pos:R:3:nbo_charge:R:1 method="wB97M-V/def2-TZVPD" e_lumo_ev=-0.18 spin_multiplicity=1 charge=0 largest_force_ev_per_a=5.298 homo_lumo_gap_ev=9.9 relative_energy_kcal_mol=64.1
H -0.76 -2.26 -3.09 0.3516
N -0.23 -1.59 -2.50 -0.6915
C -0.79 -1.29 -1.32 0.2646
N -0.20 -0.11 -0.64 -0.8693
H -1.74 -1.72 -1.05 0.1919
H 0.16 -0.34 0.29 0.3485
H 0.73 0.16 -1.06 0.3841
O -2.17 2.47 0.65 -0.9548
H -1.87 2.20 1.52 0.4488
H -1.93 1.66 -0.02 0.5026
O 1.86 1.97 -0.50 -0.9516
H 1.39 1.75 0.30 0.4779
H 1.88 2.91 -0.57 0.4834
O -0.52 -0.05 3.03 -0.9374
H -1.13 0.65 2.73 0.4725
H 0.36 0.08 2.62 0.4663
O -0.93 -2.48 1.39 -0.9402
H -1.22 -2.75 2.36 0.4871
H -0.11 -2.10 1.46 0.4563
O 2.66 -0.08 -1.73 -0.9198
H 1.76 0.03 -2.11 0.4506
H 2.79 0.89 -1.76 0.4782

[3]
21
Properties=species:S:1:pos:R:3:nbo_charge:R:1 method="wB97M-V/def2-TZVPD" e_lumo_ev=-3.67 spin_multiplicity=1 charge=+1 largest_force_ev_per_a=5.438 homo_lumo_gap_ev=10.9 relative_energy_kcal_mol=32.0
C 1.29 0.82 1.34 0.1578
N 1.28 1.46 0.22 -0.6290
H 1.28 1.28 2.38 0.2436
H 1.21 -0.27 1.49 0.2462
H 1.18 0.98 -0.71 0.4654
H 1.11 2.53 0.18 0.4656
H -1.65 2.17 -0.44 0.4786
H -2.05 3.04 0.73 0.4750
O -1.29 2.72 0.36 -0.9505
H 1.76 -3.56 -1.87 0.4852
H 1.48 -2.34 -2.52 0.4765
O 1.45 -2.62 -1.62 -0.9539
H -1.16 -0.64 1.61 0.4963
H -1.70 0.22 2.64 0.4867
O -1.03 0.23 1.95 -0.9549
H -1.13 -0.39 -1.76 0.5035
H -0.39 0.43 -2.88 0.4952
O -0.28 0.07 -1.94 -0.9885
H -0.13 -2.23 -0.41 0.4941
H -0.93 -2.99 0.49 0.4837
O -0.79 -2.07 0.19 -0.9766

[4]
22
Properties=species:S:1:pos:R:3:nbo_charge:R:1 method="wB97M-V/def2-TZVPD" e_lumo_ev=3.76 spin_multiplicity=1 charge=-1 largest_force_ev_per_a=1.583 homo_lumo_gap_ev=9.3 relative_energy_kcal_mol=16.5
N -1.30 0.00 -2.18 -0.8710
C -1.22 -0.43 -0.78 0.0787
O -0.01 -0.03 -0.16 -0.9594
H -1.68 0.93 -2.26 0.3501
H -0.35 0.10 -2.54 0.3433
H -2.07 0.00 -0.25 0.1461
H -1.24 -1.53 -0.78 0.1355
H 0.54 1.15 -0.43 0.5059
H 1.67 2.39 -0.83 0.4497
O 0.79 2.23 -0.48 -1.0576
H -0.04 -1.70 1.05 0.4838
H 1.39 -1.80 1.52 0.4705
O 0.60 -2.34 1.40 -0.9662
H 1.22 -1.34 -1.15 0.4984
H 1.24 -1.76 -2.55 0.4466
O 1.55 -2.08 -1.70 -0.9623
H -1.22 -0.59 2.69 0.4576
H -0.93 0.08 1.43 0.4959
O -1.45 0.25 2.26 -0.9858
H 0.98 2.23 1.14 0.4955
H 0.35 1.93 2.46 0.4648
O 1.18 2.29 2.12 -1.0199